{
  "formula": "C3H6N2OS2",
  "method": "the ωB97M-V functional and the def2-TZVPD basis",
  "elements": ["O", "C", "C", "N", "S", "N", "C", "S", "H", "H", "H", "H", "H", "H"],
  "coordinates": [[1.345, 1.988, 0.090], [1.481, 0.603, 0.042], [0.083, -0.157, -0.123], [0.170, -1.428, -0.340], [1.691, -2.314, 0.021], [-1.185, 0.574, -0.306], [-2.459, 0.208, 0.248], [-3.126, -1.270, -0.069], [1.165, 2.389, -0.875], [1.665, 0.104, 0.979], [2.195, 0.174, -0.801], [1.144, -3.561, 0.478], [-1.129, 1.556, -0.137], [-3.039, 1.134, 0.792]],
  "forces_ev_per_angstrom": [[-0.2, 1.6, -2.7], [-2.1, -1.4, -2.2], [0.8, -0.9, -2.2], [-0.5, 0.0, 1.4], [-1.6, -0.3, 0.2], [0.0, -0.8, 1.8], [-0.4, -0.2, -0.8], [0.4, 1.6, 0.9], [0.7, -1.7, 3.2], [1.3, 0.8, 0.8], [-1.4, 1.1, 1.7], [0.3, 1.9, -0.8], [1.1, 0.6, 0.0], [1.5, -2.4, -1.4]],
  "e_above_lowest_kcal_mol": 95.51,
  "charge": 0,
  "energy_ha": -1098.921712
}

***

{
  "formula": "C3H6N2OS2",
  "method": "the ωB97M-V functional and the def2-TZVPD basis",
  "elements": ["C", "C", "C", "H", "H", "H", "H", "H", "H", "N", "N", "O", "S", "S"],
  "coordinates": [[0.867, 1.533, 0.353], [-0.370, -0.711, -0.359], [-1.753, 0.092, -0.197], [0.120, 2.034, 1.196], [1.912, 1.701, 0.817], [0.931, 2.085, -0.665], [1.753, -1.499, -1.232], [1.959, -1.351, 0.958], [-2.564, -2.102, 0.131], [0.658, 0.047, -0.032], [1.939, -0.660, -0.163], [-0.310, -1.907, -0.545], [-3.093, -0.919, 0.228], [-2.051, 1.656, -0.488]],
  "forces_ev_per_angstrom": [[0.3, 1.1, 0.1], [-2.6, 1.6, 1.5], [0.3, -1.4, -0.7], [1.6, -1.8, -2.7], [-1.6, -1.1, -0.8], [-0.6, -0.5, 2.1], [0.5, 2.9, 4.7], [-0.1, 2.0, -4.8], [0.9, -1.0, -0.1], [3.4, 1.0, 0.5], [-1.0, -3.6, 0.8], [-0.5, -0.2, -0.6], [-0.8, 1.1, 0.2], [0.1, 0.0, -0.1]],
  "e_above_lowest_kcal_mol": 131.50,
  "charge": 0,
  "energy_ha": -1098.864356
}

***

{
  "formula": "C3H6N2OS2",
  "method": "the ωB97M-V functional and the def2-TZVPD basis",
  "elements": ["O", "C", "C", "N", "S", "C", "N", "S", "H", "H", "H", "H", "H", "H"],
  "coordinates": [[-2.208, -1.106, 2.131], [-1.964, -0.596, 0.833], [-0.623, -1.054, 0.317], [0.170, -0.213, -0.232], [1.648, -0.836, -0.812], [2.607, 0.590, -1.261], [2.406, 1.820, -1.451], [0.980, 2.703, -1.335], [-1.593, -0.664, 2.722], [-2.015, 0.503, 0.783], [-2.738, -1.032, 0.213], [-0.418, -2.100, 0.438], [3.627, 0.227, -1.419], [0.121, 1.759, -0.929]],
  "forces_ev_per_angstrom": [[0.1, 0.1, 0.0], [0.3, 0.1, -0.1], [0.0, 1.3, -0.4], [-0.2, -0.8, 0.4], [-0.1, 0.4, 0.0], [0.0, -0.1, 0.0], [-0.1, -0.1, 0.1], [0.2, 0.0, -0.1], [0.0, 0.0, 0.2], [-0.1, -0.3, 0.0], [-0.2, 0.1, -0.2], [0.3, -0.7, 0.1], [-0.1, 0.0, 0.0], [-0.1, 0.0, 0.0]],
  "e_above_lowest_kcal_mol": 69.75,
  "charge": 0,
  "energy_ha": -1098.962751
}

***

{
  "formula": "C3H6N2S",
  "method": "the ωB97M-V functional and the def2-TZVPD basis",
  "elements": ["C", "C", "N", "N", "C", "S", "H", "H", "H", "H", "H", "H"],
  "coordinates": [[2.519, 1.112, -0.004], [2.256, -0.445, 0.078], [1.169, -0.985, 0.067], [0.029, -0.267, -0.178], [-1.195, -0.682, -0.092], [-2.455, 0.429, 0.080], [1.620, 1.651, -0.593], [3.552, 1.261, -0.645], [2.454, 1.516, 1.108], [2.933, -1.360, 0.433], [0.143, 0.701, -0.446], [-1.294, -1.778, -0.250]],
  "forces_ev_per_angstrom": [[0.1, -0.1, -0.9], [4.5, 0.8, 1.5], [-5.4, -2.7, -0.7], [2.6, 1.8, -0.5], [-2.9, -0.5, -0.2], [1.0, -1.4, -0.4], [2.4, -1.2, 1.2], [-2.7, 0.1, 2.1], [0.7, -0.6, -2.5], [0.0, 3.0, -1.0], [-0.2, 0.2, 0.5], [-0.2, 0.6, 0.7]],
  "e_above_lowest_kcal_mol": 76.86,
  "charge": 0,
  "energy_ha": -625.499485
}

***

{
  "formula": "C3H6N2S",
  "method": "the ωB97M-V functional and the def2-TZVPD basis",
  "elements": ["N", "C", "C", "N", "C", "S", "H", "H", "H", "H", "H", "H"],
  "coordinates": [[1.363, 1.581, -0.237], [0.925, 0.415, 0.454], [1.595, -0.911, -0.021], [0.223, -1.418, -0.155], [-0.411, -0.255, 0.108], [-1.939, 0.220, -0.013], [1.149, 1.514, -1.219], [0.819, 2.368, 0.095], [1.120, 0.556, 1.527], [2.184, -1.481, 0.729], [2.250, -0.843, -0.920], [-0.252, -2.259, -0.498]],
  "forces_ev_per_angstrom": [[-0.2, 0.6, 0.1], [1.1, -0.4, 0.3], [0.7, -0.8, 0.5], [-0.9, -0.3, -0.6], [1.0, -0.4, 0.1], [-0.7, 0.2, 0.0], [0.0, -0.1, -0.4], [0.1, 0.2, 0.0], [-0.5, -0.1, -0.3], [-0.4, 0.5, -0.3], [-0.9, 0.1, 0.2], [0.7, 0.4, 0.1]],
  "e_above_lowest_kcal_mol": 26.50,
  "charge": 0,
  "energy_ha": -625.579747
}

***

{
  "formula": "C3H6N2S2",
  "method": "the ωB97M-V functional and the def2-TZVPD basis",
  "elements": ["C", "C", "N", "N", "S", "C", "S", "H", "H", "H", "H", "H", "H"],
  "coordinates": [[1.723, -1.051, 0.288], [0.624, -0.248, -0.403], [-0.725, -0.880, -0.250], [-1.630, -0.034, -0.004], [-3.054, -0.447, 0.437], [-1.211, 1.463, -0.064], [0.537, 1.473, 0.269], [1.489, -1.109, 1.411], [2.672, -0.711, 0.291], [1.945, -2.134, 0.075], [0.804, -0.182, -1.474], [-1.306, 1.808, -1.104], [-1.867, 2.052, 0.528]],
  "forces_ev_per_angstrom": [[-2.8, -2.7, 2.9], [-0.3, -0.6, -0.4], [1.6, 0.8, 0.1], [3.9, 1.3, -0.5], [-4.1, -0.5, 0.9], [0.4, -0.9, -1.6], [0.2, -0.5, 0.6], [0.0, 0.2, -1.4], [3.0, 2.2, -0.5], [-1.2, 0.9, -0.7], [0.1, 0.0, -0.2], [-0.5, -0.5, 0.1], [-0.2, 0.2, 0.9]],
  "e_above_lowest_kcal_mol": 66.77,
  "charge": 0,
  "energy_ha": -1023.696530
}

***

{
  "formula": "C3H6N2S2",
  "method": "the ωB97M-V functional and the def2-TZVPD basis",
  "elements": ["C", "C", "C", "N", "N", "S", "S", "H", "H", "H", "H", "H", "H"],
  "coordinates": [[-0.875, -2.676, -0.994], [-1.511, -1.948, -1.703], [-0.245, 0.906, 0.529], [1.960, 1.657, -0.014], [1.030, 0.681, 0.412], [-2.995, 0.318, 1.440], [-1.038, -0.063, 1.686], [-0.131, -3.221, -0.533], [-1.946, -1.134, -2.152], [-0.744, 1.854, 0.078], [2.764, 1.431, -0.638], [2.227, 2.196, 0.793], [1.504, -0.001, 1.096]],
  "forces_ev_per_angstrom": [[-0.6, 0.9, -1.2], [1.0, -0.9, 1.3], [-2.2, 1.1, 1.5], [-0.4, 0.8, -0.5], [4.7, -1.3, 0.3], [0.2, -0.2, 0.2], [-0.6, 1.1, -1.3], [0.7, -1.1, 0.9], [-1.1, 1.0, -0.9], [1.0, -2.1, 0.5], [-1.4, -0.6, 1.0], [0.4, 0.2, -0.1], [-1.6, 0.9, -1.5]],
  "e_above_lowest_kcal_mol": 116.30,
  "charge": 0,
  "energy_ha": -1023.617599
}

***

{
  "formula": "C3H6N2S2",
  "method": "the ωB97M-V functional and the def2-TZVPD basis",
  "elements": ["H", "N", "C", "S", "C", "N", "H", "S", "C", "H", "H", "H", "H"],
  "coordinates": [[2.685, 2.316, 3.769], [3.034, 2.097, 2.848], [2.207, 1.285, 2.330], [2.610, 0.759, 0.723], [0.772, -0.055, -0.040], [-0.282, 0.417, 0.470], [-1.197, 0.265, 0.055], [1.103, -1.049, -1.437], [-0.505, -1.124, -2.304], [1.402, 0.827, 2.758], [-1.198, -0.439, -1.735], [-0.862, -2.156, -2.581], [-0.348, -0.580, -3.271]],
  "forces_ev_per_angstrom": [[0.2, 0.2, 0.7], [-0.7, -0.1, -0.1], [2.5, 1.0, -1.4], [-2.1, -1.7, -1.9], [0.1, 2.1, 1.5], [1.7, -0.1, -0.1], [0.2, -0.5, -0.1], [0.2, -0.4, -0.1], [-0.3, 1.2, -0.8], [-2.4, -0.9, 1.3], [0.3, -1.4, -0.6], [0.3, 1.1, 1.0], [-0.1, -0.5, 0.7]],
  "e_above_lowest_kcal_mol": 54.10,
  "charge": 0,
  "energy_ha": -1023.716715
}

***

{
  "formula": "C3H6N2S2",
  "method": "the ωB97M-V functional and the def2-TZVPD basis",
  "elements": ["C", "N", "C", "N", "C", "S", "S", "H", "H", "H", "H", "H", "H"],
  "coordinates": [[-2.002, -0.916, -1.120], [-1.299, -1.472, -0.005], [-0.314, -0.893, 0.539], [0.325, -1.389, 1.663], [0.315, 0.445, 0.095], [-0.076, 1.858, 0.796], [1.463, 0.185, -1.201], [-1.625, 0.031, -1.508], [-1.985, -1.676, -1.943], [-3.045, -0.800, -0.878], [0.138, -2.377, 1.793], [1.322, -1.120, 1.749], [1.817, 1.462, -1.412]],
  "forces_ev_per_angstrom": [[0.2, -0.8, -1.1], [0.6, 0.0, 0.8], [0.2, 0.6, -0.3], [0.8, -0.1, -0.2], [-0.3, 0.0, 0.0], [0.1, -0.4, -0.3], [-0.2, -0.1, 0.1], [0.1, 0.1, 0.0], [0.1, 0.7, 0.5], [-0.5, 0.1, 0.3], [0.1, 0.2, 0.1], [-1.1, -0.4, 0.0], [-0.1, 0.1, 0.2]],
  "e_above_lowest_kcal_mol": 21.34,
  "charge": 0,
  "energy_ha": -1023.768932
}